No. 1
2 unconnected molecules or ions with the total composition C24H46FN7O3PS2, computed with ωB97M-V/def2-TZVPD.

Output
Total charge: -1

Cartesian coordinates (Å):
C: -6.984 3.117 0.658
C: -5.644 2.475 1.091
C: -5.131 1.509 -0.011
C: -5.299 0.013 0.360
N: -3.870 1.892 -0.623
C: -3.861 1.714 -2.029
F: -4.501 0.525 -2.441
C: -4.606 2.869 -2.783
C: -5.886 2.419 -3.501
C: -2.571 1.731 0.065
C: -1.685 2.913 -0.498
C: -2.434 4.230 -0.544
N: -2.003 5.283 -1.111
C: -2.484 1.942 1.580
C: -3.042 0.895 2.542
C: -2.388 -0.479 2.479
S: -0.636 -0.408 2.960
C: -0.190 -2.101 3.068
S: 0.459 -2.730 4.403
N: -0.411 -2.873 1.896
C: -1.530 -3.629 1.644
C: -1.372 -4.185 0.405
N: -0.152 -3.798 -0.105
C: 0.393 -3.029 0.797
C: -1.753 0.449 -0.370
O: -2.358 -0.582 -0.717
O: -0.510 0.592 -0.272
H: -6.777 3.832 -0.141
H: -7.505 3.592 1.486
H: -7.604 2.340 0.202
H: -4.958 3.309 1.228
H: -5.852 1.960 2.030
H: -5.887 1.641 -0.788
H: -6.005 -0.029 1.200
H: -5.761 -0.544 -0.449
H: -4.375 -0.457 0.677
H: -2.868 1.647 -2.463
H: -3.944 3.219 -3.581
H: -4.781 3.718 -2.124
H: -6.589 1.929 -2.829
H: -6.391 3.293 -3.922
H: -5.654 1.745 -4.322
H: -1.306 2.680 -1.492
H: -0.818 3.094 0.135
H: -3.427 4.311 -0.104
H: -1.082 5.069 -1.508
H: -1.430 2.072 1.823
H: -2.940 2.907 1.827
H: -4.123 0.786 2.555
H: -2.821 1.267 3.553
H: -2.478 -0.977 1.511
H: -2.898 -1.118 3.205
H: -2.369 -3.754 2.306
H: -2.086 -4.811 -0.099
H: 1.354 -2.554 0.688
O: 6.863 -0.198 1.204
P: 6.238 -0.983 0.082
N: 5.556 -2.298 0.947
C: 6.012 -3.666 0.940
C: 4.829 -1.936 2.157
N: 7.696 -1.303 -0.815
C: 8.381 -2.575 -0.806
C: 8.659 -0.208 -0.799
N: 5.315 -1.340 -1.311
C: 3.916 -1.776 -1.242
C: 5.692 -0.804 -2.623
H: 5.235 -4.324 1.336
H: 6.920 -3.814 1.541
H: 6.185 -4.025 -0.076
H: 4.051 -1.203 1.924
H: 5.475 -1.507 2.931
H: 4.322 -2.801 2.586
H: 8.672 -2.894 0.204
H: 9.292 -2.514 -1.406
H: 7.778 -3.352 -1.280
H: 9.279 -0.206 0.106
H: 8.153 0.756 -0.858
H: 9.314 -0.278 -1.673
H: 3.855 -2.859 -1.365
H: 3.307 -1.317 -2.021
H: 3.449 -1.509 -0.299
H: 6.169 -1.585 -3.220
H: 6.384 0.029 -2.537
H: 4.825 -0.431 -3.171

Force components x, y, z for each atom (eV/Å):
C 0.59 -0.50 -0.43
C -0.60 0.41 -0.30
C -0.69 -0.19 -0.04
C -0.46 0.41 0.68
N 0.11 -0.48 0.81
C -0.66 0.69 -0.80
F 0.12 -0.17 0.16
C -0.06 -0.62 -0.55
C -0.09 0.47 0.18
C 1.63 0.54 -1.43
C -0.91 0.46 0.46
C 0.15 0.19 -0.41
N 0.12 -0.11 0.07
C -1.00 0.00 0.13
C 0.72 0.20 0.78
C -0.47 -0.89 -0.43
S 0.19 0.16 0.46
C -0.30 0.48 -0.16
S 0.31 -0.16 0.05
N -0.26 -0.38 -0.14
C -0.71 -0.62 -0.40
C 0.59 0.66 0.70
N -0.07 -0.29 -0.04
C -0.11 0.09 -0.38
C 0.57 -0.65 0.39
O -0.47 0.29 0.05
O -0.13 0.17 0.10
H -0.16 0.18 0.10
H -0.05 0.09 -0.06
H -0.28 0.07 0.25
H 0.23 -0.24 0.33
H 0.45 0.01 0.12
H 0.29 0.12 -0.27
H 0.01 -0.13 -0.01
H 0.37 -0.09 -0.17
H 0.07 -0.08 -0.33
H 0.26 -0.12 0.54
H 0.15 0.17 0.19
H -0.04 -0.09 0.13
H 0.00 -0.08 -0.04
H 0.01 -0.01 -0.02
H -0.03 -0.12 0.06
H 0.04 0.00 -0.01
H 0.13 -0.31 -0.07
H 0.06 -0.18 0.20
H -0.01 0.16 -0.09
H 0.10 -0.21 -0.22
H -0.04 -0.04 0.02
H 0.00 -0.10 -0.45
H -0.04 0.12 -0.04
H 0.07 0.28 -0.12
H 0.16 0.02 0.12
H 0.18 0.31 0.29
H 0.13 -0.04 -0.22
H -0.06 0.15 0.20
O -2.18 2.02 -0.91
P 2.87 -4.56 0.29
N -0.57 0.06 0.21
C -0.03 -0.14 -0.42
C 0.19 0.44 0.22
N 0.40 0.47 -0.37
C -0.33 -0.28 -0.16
C -0.05 0.07 0.26
N -0.62 1.85 0.42
C -0.30 0.00 0.17
C 0.11 0.17 -0.08
H -0.04 0.14 0.12
H 0.02 -0.09 -0.06
H 0.16 0.11 0.01
H 0.06 0.07 0.11
H -0.02 0.02 -0.01
H 0.04 -0.13 -0.21
H 0.02 -0.10 -0.04
H 0.00 0.19 0.02
H -0.06 -0.05 0.19
H 0.01 0.10 -0.01
H 0.01 -0.01 0.10
H -0.03 -0.15 -0.01
H 0.02 0.00 0.06
H 0.14 0.08 -0.03
H 0.05 -0.09 0.04
H 0.02 0.01 0.00
H 0.12 -0.08 0.00
H -0.10 -0.08 0.14

The net atomic charges from Löwdin, expressed in e, are: number 1, C, carries -0.098; number 2, C, carries -0.201; number 3, C, carries -0.315; number 4, C, carries -0.023; number 5, N, carries -0.025; number 6, C, carries -0.303; number 7, F, carries -0.023; number 8, C, carries -0.157; number 9, C, carries -0.112; number 10, C, carries -0.303; number 11, C, carries -0.119; number 12, C, carries -0.252; number 13, N, carries 0.066; number 14, C, carries -0.132; number 15, C, carries -0.239; number 16, C, carries -0.446; number 17, S, carries 0.932; number 18, C, carries -1.116; number 19, S, carries 0.686; number 20, N, carries -0.150; number 21, C, carries -0.104; number 22, C, carries -0.140; number 23, N, carries 0.064; number 24, C, carries -0.165; number 25, C, carries -0.685; number 26, O, carries -0.024; number 27, O, carries -0.057; number 28, H, carries 0.069; number 29, H, carries 0.063; number 30, H, carries 0.071; number 31, H, carries 0.086; number 32, H, carries 0.090; number 33, H, carries 0.100; number 34, H, carries 0.072; number 35, H, carries 0.076; number 36, H, carries 0.050; number 37, H, carries 0.147; number 38, H, carries 0.104; number 39, H, carries 0.095; number 40, H, carries 0.059; number 41, H, carries 0.066; number 42, H, carries 0.069; number 43, H, carries 0.116; number 44, H, carries 0.117; number 45, H, carries 0.090; number 46, H, carries 0.037; number 47, H, carries 0.105; number 48, H, carries 0.109; number 49, H, carries 0.084; number 50, H, carries 0.107; number 51, H, carries 0.054; number 52, H, carries 0.085; number 53, H, carries 0.115; number 54, H, carries 0.090; number 55, H, carries 0.117; number 56, O, carries -0.310; number 57, P, carries 0.694; number 58, N, carries -0.334; number 59, C, carries -0.134; number 60, C, carries -0.131; number 61, N, carries -0.340; number 62, C, carries -0.141; number 63, C, carries -0.161; number 64, N, carries -0.288; number 65, C, carries -0.095; number 66, C, carries -0.112; number 67, H, carries 0.079; number 68, H, carries 0.079; number 69, H, carries 0.064; number 70, H, carries 0.074; number 71, H, carries 0.074; number 72, H, carries 0.077; number 73, H, carries 0.078; number 74, H, carries 0.076; number 75, H, carries 0.067; number 76, H, carries 0.079; number 77, H, carries 0.068; number 78, H, carries 0.077; number 79, H, carries 0.090; number 80, H, carries 0.082; number 81, H, carries 0.060; number 82, H, carries 0.085; number 83, H, carries 0.067; number 84, H, carries 0.076


No. 2
C5H7NO in the gas phase, computed with ωB97M-V/def2-TZVPD.

Output
SMILES: [H]/N=C/[C@@H]1C(=O)[C@H]1C
Energy relative to the best compared isomer or geometry (same formula, charge and spin), eV: 2.220
Total charge: 0

Cartesian coordinates (Å):
H: 3.148 -0.193 -1.210
N: 2.141 -0.162 -1.079
C: 1.889 -0.040 0.160
C: 0.493 -0.071 0.639
C: -0.335 -1.237 0.212
O: -0.553 -2.403 0.368
C: -0.662 0.039 -0.413
C: -1.953 0.742 -0.026
H: 2.668 0.030 0.934
H: 0.332 0.343 1.629
H: -0.288 0.179 -1.431
H: -1.860 1.830 -0.090
H: -2.258 0.503 1.001
H: -2.764 0.441 -0.695

Force components x, y, z for each atom (eV/Å):
H 0.06 0.07 -0.21
N 0.26 0.04 0.33
C -0.04 -0.16 -0.24
C 0.10 0.16 0.22
C -0.28 -0.43 0.03
O 0.14 0.61 -0.08
C -0.12 -0.07 -0.01
C -0.04 0.05 0.01
H -0.17 -0.01 -0.17
H -0.17 -0.04 0.00
H -0.08 -0.03 0.27
H 0.12 -0.13 -0.04
H 0.12 -0.05 -0.22
H 0.11 -0.02 0.11

The net atomic charges from Löwdin, expressed in e, are: number 1, H, carries 0.049; number 2, N, carries 0.104; number 3, C, carries -0.211; number 4, C, carries -0.148; number 5, C, carries -0.327; number 6, O, carries 0.142; number 7, C, carries -0.200; number 8, C, carries -0.050; number 9, H, carries 0.117; number 10, H, carries 0.140; number 11, H, carries 0.140; number 12, H, carries 0.078; number 13, H, carries 0.086; number 14, H, carries 0.080


No. 3
2 unconnected molecules or ions with the total composition C2H9NO, computed with ωB97M-V/def2-TZVPD.

Output
SMILES: CCN.O
Energy relative to the best compared isomer or geometry (same formula, charge and spin), eV: 0.075
Total charge: 0

Cartesian coordinates (Å):
C: -0.218 -1.580 0.016
C: -1.297 -0.487 0.104
N: -0.767 0.784 -0.393
H: -0.632 -2.583 0.074
H: 0.228 -1.473 -0.980
H: 0.613 -1.494 0.718
H: -2.115 -0.887 -0.507
H: -1.618 -0.342 1.128
H: -1.438 1.533 -0.383
H: -0.444 0.677 -1.348
O: 1.999 1.172 0.421
H: 2.354 0.849 -0.426
H: 1.088 0.884 0.255

Force components x, y, z for each atom (eV/Å):
C 0.29 0.52 -0.44
C 0.42 -0.69 -0.32
N 0.37 -0.43 -0.03
H -0.13 0.00 0.12
H 0.03 -0.26 0.00
H -0.22 0.18 0.17
H -0.31 0.34 0.22
H -0.24 -0.02 0.15
H -0.20 0.12 0.11
H -0.14 0.03 -0.07
O 0.21 -0.65 -1.03
H 0.55 0.36 0.51
H -0.64 0.50 0.60

The net atomic charges from Löwdin, expressed in e, are: number 1, C, carries -0.108; number 2, C, carries -0.321; number 3, N, carries -0.030; number 4, H, carries 0.066; number 5, H, carries 0.068; number 6, H, carries 0.069; number 7, H, carries 0.098; number 8, H, carries 0.103; number 9, H, carries 0.076; number 10, H, carries 0.077; number 11, O, carries -0.094; number 12, H, carries 0.032; number 13, H, carries -0.037


No. 4
2 unconnected molecules or ions with the total composition C24H30N4O3, computed with ωB97M-V/def2-TZVPD.

Output
Energy relative to the best compared isomer or geometry (same formula, charge and spin), eV: 8.506
Total charge: 0

Cartesian coordinates (Å):
N: -0.068 0.307 2.440
O: -1.191 0.798 2.340
O: 1.005 0.905 2.381
C: -5.777 -7.093 2.887
N: -4.977 -6.009 2.365
C: -5.302 -5.403 1.186
O: -6.243 -5.722 0.464
C: -4.287 -4.285 0.951
C: -4.940 -2.902 0.982
C: -5.956 -2.715 -0.130
C: -5.542 -2.269 -1.387
C: -6.471 -2.127 -2.424
C: -7.818 -2.438 -2.204
C: -8.235 -2.891 -0.945
C: -7.303 -3.029 0.083
N: -3.326 -4.509 2.037
C: -2.196 -3.781 2.134
C: -1.280 -3.918 3.172
C: -0.087 -3.214 3.335
C: 0.819 -3.433 4.428
C: 2.014 -2.667 4.563
C: 2.886 -2.868 5.614
C: 2.613 -3.852 6.597
N: 3.493 -4.076 7.660
C: 3.351 -3.420 8.941
C: 4.542 -5.071 7.599
C: 1.433 -4.618 6.484
C: 0.565 -4.418 5.429
C: -3.729 -5.568 2.975
C: -4.027 -5.025 4.381
C: -2.726 -6.731 2.988
H: -6.653 -7.205 2.243
H: -5.213 -8.036 2.895
H: -6.104 -6.873 3.912
H: -3.808 -4.450 -0.034
H: -5.428 -2.791 1.963
H: -4.141 -2.154 0.901
H: -4.483 -2.043 -1.537
H: -6.134 -1.771 -3.400
H: -8.547 -2.331 -3.009
H: -9.280 -3.143 -0.752
H: -7.616 -3.394 1.063
H: -2.042 -3.056 1.330
H: -1.525 -4.645 3.942
H: 0.176 -2.453 2.596
H: 2.223 -1.902 3.813
H: 3.800 -2.283 5.721
H: 2.498 -2.734 8.905
H: 3.196 -4.159 9.741
H: 4.264 -2.855 9.177
H: 4.529 -5.550 6.614
H: 5.520 -4.597 7.763
H: 4.401 -5.832 8.380
H: 1.220 -5.372 7.243
H: -0.331 -5.038 5.380
H: -4.824 -4.270 4.313
H: -4.356 -5.850 5.026
H: -3.151 -4.555 4.831
H: -2.639 -7.127 1.967
H: -1.736 -6.407 3.314
H: -3.084 -7.517 3.664

Force components x, y, z for each atom (eV/Å):
N 0.19 -2.94 0.44
O 0.46 1.21 -0.20
O -0.68 1.10 -0.15
C 0.05 -0.22 0.29
N -0.21 0.20 -0.51
C -0.74 -0.64 -0.59
O 1.29 0.53 0.91
C -0.14 -0.61 -0.69
C -0.22 0.19 0.19
C -0.07 -0.04 -0.06
C -0.28 -0.11 0.06
C -0.03 -0.08 0.19
C 0.17 -0.03 0.20
C 0.28 0.07 -0.02
C 0.07 0.19 -0.16
N 1.28 1.13 -0.13
C -0.88 -0.44 -0.12
C 0.77 0.02 0.73
C -0.77 0.02 -0.75
C 0.60 -0.33 1.10
C -0.71 -0.05 -0.58
C -0.08 -0.64 0.67
C -0.48 0.23 -0.74
N 0.46 -0.03 0.45
C -0.13 0.06 -0.29
C -0.20 0.16 -0.23
C 0.28 0.25 -0.12
C -0.04 0.35 -0.40
C -0.39 -0.39 0.44
C -0.07 0.17 -0.05
C -0.02 0.03 -0.23
H 0.23 0.06 0.11
H -0.16 0.17 -0.04
H 0.01 -0.06 -0.22
H -0.15 0.06 0.43
H 0.18 0.13 -0.26
H -0.25 -0.03 0.09
H -0.33 0.04 -0.09
H -0.17 -0.12 0.30
H 0.24 -0.01 0.22
H 0.34 0.11 -0.16
H 0.03 0.12 -0.29
H 0.01 -0.13 0.28
H 0.17 0.40 -0.35
H 0.02 0.01 0.15
H -0.09 -0.10 0.18
H -0.28 -0.11 -0.11
H 0.22 -0.11 0.13
H -0.07 0.14 -0.01
H -0.18 0.04 0.09
H 0.12 0.03 0.25
H -0.01 -0.18 -0.09
H 0.05 -0.03 -0.14
H 0.08 0.20 -0.20
H 0.25 0.17 0.02
H 0.22 -0.25 0.08
H 0.08 0.26 -0.15
H -0.26 -0.12 0.05
H 0.00 0.00 0.31
H -0.18 -0.21 -0.02
H 0.12 0.18 -0.20

The net atomic charges from Löwdin, expressed in e, are: number 1, N, carries -0.423; number 2, O, carries -0.178; number 3, O, carries -0.170; number 4, C, carries -0.007; number 5, N, carries -0.037; number 6, C, carries -0.372; number 7, O, carries 0.083; number 8, C, carries -0.154; number 9, C, carries -0.077; number 10, C, carries -0.230; number 11, C, carries -0.040; number 12, C, carries -0.077; number 13, C, carries -0.085; number 14, C, carries -0.072; number 15, C, carries -0.054; number 16, N, carries 0.032; number 17, C, carries 0.027; number 18, C, carries -0.072; number 19, C, carries 0.050; number 20, C, carries -0.196; number 21, C, carries 0.010; number 22, C, carries 0.018; number 23, C, carries -0.242; number 24, N, carries -0.257; number 25, C, carries -0.074; number 26, C, carries -0.076; number 27, C, carries 0.002; number 28, C, carries -0.013; number 29, C, carries -0.465; number 30, C, carries 0.016; number 31, C, carries 0.014; number 32, H, carries 0.099; number 33, H, carries 0.095; number 34, H, carries 0.094; number 35, H, carries 0.178; number 36, H, carries 0.134; number 37, H, carries 0.125; number 38, H, carries 0.117; number 39, H, carries 0.104; number 40, H, carries 0.102; number 41, H, carries 0.106; number 42, H, carries 0.116; number 43, H, carries 0.159; number 44, H, carries 0.051; number 45, H, carries 0.107; number 46, H, carries 0.126; number 47, H, carries 0.125; number 48, H, carries 0.093; number 49, H, carries 0.080; number 50, H, carries 0.083; number 51, H, carries 0.092; number 52, H, carries 0.083; number 53, H, carries 0.080; number 54, H, carries 0.122; number 55, H, carries 0.101; number 56, H, carries 0.105; number 57, H, carries 0.091; number 58, H, carries 0.075; number 59, H, carries 0.109; number 60, H, carries 0.072; number 61, H, carries 0.092


| no. | HOMO-LUMO gap (eV) | LUMO energy (Eh) |
| --- | --- | --- |
| 1 | 6.438 | 0.0570 |
| 2 | 10.079 | 0.0333 |
| 3 | 10.792 | 0.0349 |
| 4 | 3.423 | -0.0794 |